Computed, not measured: C30H58ClNP2PtSi2 as an isolated structure at a distorted geometry, with ωB97M-V with the def2-TZVPD basis set.

Geometry as XYZ:
```
95
C30H58ClNP2PtSi2 | the Open Molecules 2025 dataset | ωB97M-V with the def2-TZVPD basis set
Pt -0.76 -0.29 0.82
C 0.54 2.06 -2.17
C 1.68 2.15 -1.32
C 2.55 1.06 -1.65
Si 1.78 3.33 0.11
C 1.87 0.22 -2.57
C 0.58 0.81 -2.83
Si -0.92 0.05 -3.62
H -0.22 2.80 -2.27
H 3.55 0.91 -1.24
H 2.23 -0.71 -3.01
Cl -0.03 -2.12 1.85
C -1.99 1.38 -4.35
C -0.32 -1.13 -4.92
C 0.96 4.95 -0.35
C 3.58 3.59 0.49
H 0.26 -0.57 -5.67
H -1.19 -1.57 -5.43
H 0.32 -1.93 -4.53
H -2.82 1.65 -3.67
H -2.41 1.00 -5.30
H -1.38 2.28 -4.56
H 4.12 3.94 -0.41
H 4.09 2.68 0.85
H 3.68 4.38 1.26
H 1.03 5.12 -1.43
H 1.48 5.76 0.18
H -0.10 4.94 -0.06
C -2.00 -0.71 -2.20
C 0.71 2.61 1.51
P -1.38 -1.76 -0.86
H -2.83 -1.26 -2.67
H -2.46 0.18 -1.74
P 0.79 0.90 2.14
H -0.33 2.80 1.18
H 0.84 3.25 2.40
C -0.02 0.79 3.84
C 2.60 0.63 2.48
C -0.41 -3.10 -1.73
C -2.80 -2.71 -0.07
C -3.36 -1.94 1.12
H -2.33 -3.66 0.22
C -3.92 -3.00 -1.08
H -4.38 -2.04 -1.40
H -4.68 -3.60 -0.55
H -3.59 -3.58 -1.96
H -2.79 -2.19 2.04
H -4.43 -2.08 1.33
H -3.24 -0.84 0.92
H 0.46 -2.57 -2.16
C -1.19 -3.74 -2.93
C 0.10 -4.28 -0.85
H -1.79 -3.02 -3.49
H -1.84 -4.57 -2.57
H -0.41 -4.18 -3.60
H 1.18 -4.46 -1.08
H -0.42 -5.24 -1.09
H 0.00 -4.06 0.22
H 3.08 0.63 1.49
C 2.97 -0.71 3.19
C 3.22 1.77 3.34
H 2.89 2.77 3.06
H 4.33 1.72 3.23
H 3.00 1.61 4.42
H 3.73 -1.26 2.59
H 2.10 -1.36 3.37
H 3.49 -0.53 4.17
C -1.48 0.37 3.71
C 0.09 2.14 4.59
H 0.60 0.04 4.36
H -0.54 2.89 4.07
H 1.12 2.52 4.71
H -0.34 1.97 5.59
H -1.95 1.02 2.97
H -2.07 0.44 4.63
H -1.51 -0.68 3.37
C 3.63 -2.46 -0.29
H 3.58 -1.36 -0.39
H 3.37 -2.67 0.76
H 2.76 -2.84 -0.83
C -4.97 0.64 3.14
C -4.62 1.44 1.98
C -5.47 2.42 1.35
C -4.72 2.98 0.29
C -3.44 2.31 0.33
C -2.34 2.60 -0.59
N -3.41 1.38 1.33
H -5.19 1.29 4.01
H -4.17 -0.05 3.44
H -5.88 0.05 2.93
H -6.49 2.62 1.67
H -5.01 3.72 -0.42
H -2.70 2.57 -1.63
H -1.91 3.60 -0.38
H -1.53 1.85 -0.47
```

Results
Multiplicity: 5
Electronic energy, eV: -83638.716
Molecular weight, g/mol: 781.452
LUMO energy (alpha / beta), eV: 0.266 / -2.371
HOMO energy (alpha / beta), eV: -5.91 / -5.90



Computed, not measured: an isolated molecule of C5H6O at a distorted geometry, with ωB97M-V with the def2-TZVPD basis set.

Geometry as XYZ:
```
12
C5H6O | the Open Molecules 2025 dataset | ωB97M-V with the def2-TZVPD basis set
C -1.52 -2.04 -0.45
C -0.52 -1.23 -0.60
C 0.12 -0.10 -0.67
C 0.67 0.45 0.60
C 0.99 1.91 0.50
O 0.79 2.57 -0.49
H -2.36 -1.38 -0.67
H -1.49 -3.12 -0.31
H 0.25 0.42 -1.61
H 0.01 0.27 1.46
H 1.60 -0.09 0.84
H 1.46 2.35 1.40
```

Results
SMILES: C=C=CCC=O
Multiplicity: 1
Electronic energy, eV: -7326.977
Molecular weight, g/mol: 82.102
LUMO energy, eV: 0.888
HOMO energy, eV: -9.26



Computed, not measured: an isolated molecule of C5H11NO at a distorted geometry, with ωB97M-V with the def2-TZVPD basis set.

Geometry as XYZ:
```
18
C5H11NO | the Open Molecules 2025 dataset | ωB97M-V with the def2-TZVPD basis set
C -0.19 -1.17 1.72
C 0.79 -1.04 0.56
C 0.61 0.15 -0.40
C 0.08 -0.35 -1.75
N -0.37 1.09 0.19
C -0.99 2.13 -0.46
O -1.28 2.20 -1.63
H -1.23 -0.96 1.49
H -0.15 -2.20 2.09
H 0.09 -0.51 2.54
H 1.78 -0.98 1.03
H 0.79 -1.97 0.01
H 1.53 0.73 -0.53
H 0.12 0.42 -2.49
H -0.94 -0.71 -1.62
H 0.71 -1.17 -2.09
H -0.12 1.41 1.12
H -1.22 2.94 0.24
```

Results
SMILES: CC[C@@H](C)NC=O
Multiplicity: 1
Electronic energy, eV: -8900.947
Molecular weight, g/mol: 101.149
LUMO energy, eV: 0.821
HOMO energy, eV: -9.63



Computed, not measured: C5H9NO as an isolated structure, with ωB97M-V with the def2-TZVPD basis set.

Geometry as XYZ:
```
16
C5H9NO | the Open Molecules 2025 dataset | ωB97M-V with the def2-TZVPD basis set
C 0.75 1.01 1.04
C -0.03 0.18 0.01
C -1.54 0.40 0.10
C 0.52 0.16 -1.43
O 0.72 -1.28 -1.36
C 0.33 -1.29 -0.04
N 0.29 -2.23 0.80
H 1.23 0.36 1.77
H 1.52 1.62 0.57
H 0.08 1.69 1.59
H -1.90 0.10 1.09
H -1.78 1.46 -0.05
H -2.08 -0.18 -0.66
H 1.47 0.67 -1.58
H -0.19 0.41 -2.23
H 0.61 -3.10 0.39
```

Results
Multiplicity: 1
Electronic energy, eV: -8867.751
Molecular weight, g/mol: 99.133
LUMO energy, eV: 0.890
HOMO energy, eV: -10.03



Computed, not measured: C26H24AsF11N3O4STi as an isolated structure at a distorted geometry, with ωB97M-V with the def2-TZVPD basis set.

Geometry as XYZ:
```
71
C26H24AsF11N3O4STi | the Open Molecules 2025 dataset | ωB97M-V with the def2-TZVPD basis set
Ti 1.49 -0.37 0.53
O 4.62 -0.53 -1.91
C 3.63 -0.77 -1.26
O 3.26 -0.19 -0.16
C 2.57 -1.76 -1.72
C 2.57 -2.60 -2.81
C 1.43 -3.34 -3.08
C 0.30 -3.21 -2.27
C 0.36 -2.35 -1.19
N 1.49 -1.68 -0.94
C -0.73 -1.97 -0.21
O -1.85 -2.40 -0.28
O -0.24 -1.10 0.66
H 3.46 -2.67 -3.43
H 1.41 -4.02 -3.92
H -0.62 -3.75 -2.45
F -2.55 5.88 1.12
C -1.51 5.03 1.22
C -1.71 3.66 1.20
F -2.95 3.18 1.07
C -0.63 2.81 1.32
F -0.90 1.50 1.32
C 0.70 3.25 1.44
S 2.07 2.20 1.59
C 0.84 4.64 1.44
F 2.06 5.19 1.53
C -0.23 5.51 1.34
F -0.02 6.84 1.36
C 1.55 0.57 -5.14
C 1.04 1.85 -4.49
N 0.41 1.60 -3.20
C -0.95 1.05 -3.23
C -1.95 1.97 -2.54
C 1.16 1.49 -2.06
C 2.48 2.20 -2.03
N 0.73 0.90 -1.00
H 2.03 0.79 -6.10
H 0.74 -0.14 -5.31
H 2.28 0.08 -4.49
H 0.30 2.33 -5.13
H 1.86 2.54 -4.35
H -0.98 0.05 -2.77
H -1.22 0.92 -4.27
H -1.70 2.12 -1.49
H -2.96 1.55 -2.59
H -1.96 2.95 -3.03
H 2.36 3.21 -2.41
H 3.25 1.68 -2.60
H 2.81 2.24 -0.99
H -0.21 0.55 -1.12
F 1.56 -2.99 1.71
As 2.78 -2.41 2.78
F 1.76 -2.52 4.13
F 3.33 -4.02 3.06
F 4.01 -1.69 3.74
F 3.82 -2.27 1.41
F 2.07 -0.72 2.52
C -1.36 -1.99 3.33
C -2.61 -2.19 3.85
C -3.29 -3.49 3.83
C -4.51 -3.69 4.42
C -5.22 -2.65 5.06
C -4.62 -1.38 5.06
C -3.39 -1.14 4.49
H -0.83 -2.81 2.85
H -0.89 -1.02 3.35
H -2.78 -4.31 3.33
H -4.96 -4.68 4.38
H -6.19 -2.82 5.52
H -5.15 -0.55 5.52
H -2.97 -0.14 4.51
```

Results
Multiplicity: 2
Charge: -2
Electronic energy, eV: -164700.864
Molecular weight, g/mol: 806.329
LUMO energy (alpha / beta), eV: 3.569 / 3.487
HOMO energy (alpha / beta), eV: 1.04 / 1.06